C26H24N4O6 | ωB97M-V/def2-TZVPD

```
60
C26H24N4O6 (ωB97M-V/def2-TZVPD)
C -0.1629 2.6947 8.6773
O -0.0075 1.3068 8.5037
C 0.3490 0.8456 7.2727
C 0.4652 -0.5551 7.1856
C 0.8144 -1.1931 6.0161
C 1.0494 -0.3866 4.9172
O 1.4035 -0.7056 3.6469
C 1.4898 0.4931 3.0079
C 1.8464 0.5334 1.6076
C 1.8988 1.7568 0.9388
C 2.2561 1.7917 -0.3911
C 2.5502 0.6322 -1.1047
C 2.9813 0.7367 -2.5350
C 2.4496 -0.5950 -0.4398
N 2.7011 -1.8159 -1.1010
C 2.1271 -2.3085 -2.2322
O 2.5524 -3.3169 -2.7608
C 0.9469 -1.5742 -2.7667
C 0.7738 -1.5008 -4.1553
C -0.3257 -0.8948 -4.7051
C -1.3377 -0.3259 -3.9028
N -2.4856 0.1461 -4.4514
C -3.7840 0.0341 -3.8279
C -4.7250 -0.7291 -4.7771
O -4.7941 -0.1502 -6.0562
C -3.5198 -0.0967 -6.6517
C -2.5652 0.7201 -5.7754
C -1.1126 -0.3466 -2.5052
N -1.8821 0.4342 -1.5900
O -1.9041 0.0912 -0.4224
O -2.4198 1.4440 -2.0131
C -0.0145 -1.0075 -1.9564
C 2.1261 -0.6367 0.9108
N 1.2319 1.5253 3.7508
C 0.9400 1.0159 4.9882
C 0.5869 1.6526 6.1725
H -0.4559 2.8302 9.7171
H -0.9448 3.0954 8.0244
H 0.7740 3.2295 8.4924
H 0.2662 -1.1226 8.0803
H 0.8984 -2.2661 5.9592
H 1.6662 2.6560 1.4847
H 2.3201 2.7415 -0.9014
H 3.6326 1.5993 -2.6610
H 2.1191 0.8717 -3.1883
H 3.5138 -0.1554 -2.8554
H 3.3783 -2.4341 -0.6717
H 1.5187 -1.9568 -4.7898
H -0.4420 -0.8986 -5.7772
H -3.7194 -0.5350 -2.9010
H -4.1853 1.0299 -3.6072
H -5.7412 -0.7206 -4.3811
H -4.3759 -1.7713 -4.8592
H -3.6540 0.3750 -7.6261
H -3.1233 -1.1152 -6.7889
H -1.5780 0.7906 -6.2272
H -2.9761 1.7329 -5.6721
H 0.0609 -1.0301 -0.8804
H 2.0750 -1.5884 1.4184
H 0.5085 2.7256 6.1968
```

Calculated values
HOMO level	-8.033	eV
lowest unoccupied orbital energy	-0.01439	hartree
ΔE to the lowest compared entry with this formula, charge and spin	2.8796	eV
multiplicity	1
HOMO-LUMO gap	7.64	eV
net charge	0
SMILES	COc1ccc2oc(-c3ccc(C)c(NC(=O)c4ccc(N5CCOCC5)c([N+](=O)[O-])c4)c3)nc2c1
F_max	1.42	eV/A

C26H24N4OsPS | ωB97M-V/def2-TZVPD

```
57
C26H24N4OsPS (ωB97M-V/def2-TZVPD)
Os 0.1942 -0.4532 -0.5832
N 3.0504 -2.4999 1.9009
C 1.9896 -1.9068 1.3659
S 2.1764 -1.2355 -0.2967
N 0.8438 -1.8086 1.9609
N -0.1197 -1.1907 1.2324
C -1.3641 -1.2551 1.6709
C -1.7571 -1.8014 2.9457
C -2.8222 -2.7131 3.0323
C -3.1839 -3.2206 4.2566
C -2.5242 -2.7951 5.4096
C -1.4794 -1.8818 5.3364
C -1.0734 -1.4061 4.1139
C -2.3498 -0.7659 0.6890
C -3.6890 -0.6161 0.9812
C -4.5764 -0.2962 -0.0453
C -4.0983 -0.1288 -1.3370
C -2.7377 -0.2212 -1.5581
N -1.8666 -0.4960 -0.5738
H 3.9150 -2.6117 1.3964
H 2.9753 -2.9228 2.8162
H -3.3168 -3.0689 2.1374
H -3.9791 -3.9495 4.3258
H -2.8276 -3.1847 6.3722
H -0.9825 -1.5539 6.2380
H -0.2597 -0.6981 4.0525
H -4.0406 -0.7591 1.9929
H -5.6326 -0.1943 0.1670
H -4.7632 0.0943 -2.1592
H -2.3077 -0.0574 -2.5370
C 0.2264 2.9197 -0.1401
P 1.1345 1.6312 -0.9966
C 2.8740 1.9231 -1.0306
C 3.5643 2.0582 0.1828
C 4.9147 2.3485 0.1571
C 5.5685 2.5074 -1.0629
C 4.8801 2.3770 -2.2628
C 3.5253 2.0848 -2.2569
C 0.3905 1.1731 -2.5523
C -0.7369 1.8352 -3.0889
C -1.3407 1.3403 -4.2193
C -0.9048 0.1343 -4.7902
C 0.1777 -0.5404 -4.2655
C 0.8676 -0.0127 -3.1637
H 0.4779 3.8829 -0.5936
H 0.5577 2.9392 0.9004
H -0.8492 2.7545 -0.1770
H 3.0562 1.9490 1.1351
H 5.4591 2.4664 1.0837
H 6.6238 2.7461 -1.0748
H 5.3949 2.5127 -3.2039
H 2.9881 2.0058 -3.1929
H -1.0928 2.7542 -2.6408
H -2.1561 1.8849 -4.6775
H -1.3993 -0.2453 -5.6747
H 0.5486 -1.4353 -4.7462
H 1.8568 -0.3965 -2.9516
```

Calculated values
HOMO level (alpha / beta)	-17.018 / -16.969	eV
lowest unoccupied orbital energy (alpha / beta)	-0.42353 / -0.44754	hartree
multiplicity	1
HOMO-LUMO gap (alpha / beta)	5.49 / 4.79	eV
net charge	+3
F_max	0.97	eV/A

C26H24N7SSiY | ωB97M-V/def2-TZVPD

```
60
C26H24N7SSiY (ωB97M-V/def2-TZVPD)
Y 0.0273 -0.4843 -0.3427
C 3.3398 -0.2909 -3.5988
C 2.2699 -0.6566 -2.7925
N 1.9229 0.0807 -1.7356
C 2.6435 1.1848 -1.4617
C 3.7062 1.5274 -2.2893
N 4.0473 0.7989 -3.3445
C 2.2526 1.9641 -0.2572
C 2.9063 3.1191 0.1260
C 2.4981 3.7951 1.2760
C 1.4350 3.2593 2.0034
C 0.8249 2.0991 1.5694
N 1.2237 1.4640 0.4487
C -0.2908 1.4509 2.3102
C -0.8092 1.9345 3.5044
N -1.7918 1.3189 4.1504
C -2.2741 0.2044 3.6234
C -1.7758 -0.3038 2.4299
N -0.7949 0.3230 1.7787
C 3.1730 5.0318 1.7127
C 4.5506 5.1735 1.5863
C 5.1360 6.3537 2.0222
N 4.4444 7.3635 2.5388
C 3.1277 7.2265 2.6496
C 2.4456 6.0821 2.2619
H 3.6221 -0.8891 -4.4556
H 1.6924 -1.5510 -2.9969
H 4.3064 2.4082 -2.1059
H 3.7180 3.5225 -0.4601
H 1.1202 3.7472 2.9134
H -0.4300 2.8381 3.9622
H -3.0700 -0.3020 4.1541
H -2.1564 -1.2225 2.0000
H 5.1710 4.3770 1.1958
H 6.2086 6.4893 1.9541
H 2.5889 8.0695 3.0652
H 1.3681 6.0389 2.3573
C -4.4222 -5.8588 -1.8818
Si -2.8717 -5.1815 -1.1035
C -1.3732 -5.9393 -1.9097
C -2.9209 -5.4322 0.7438
C -2.8786 -3.2890 -1.4705
C -3.9326 -2.7264 -2.1833
C -3.9926 -1.3648 -2.4847
C -2.9664 -0.5653 -2.0651
N -1.9206 -1.0675 -1.3753
C -1.8736 -2.3923 -1.0753
S -0.4512 -2.9604 -0.1416
H -4.4577 -6.9352 -1.6987
H -4.4491 -5.7215 -2.9647
H -5.3313 -5.4321 -1.4530
H -1.4138 -7.0245 -1.7895
H -0.4346 -5.5958 -1.4756
H -1.3563 -5.7330 -2.9818
H -3.0237 -6.4987 0.9575
H -3.7836 -4.9294 1.1862
H -2.0181 -5.0835 1.2446
H -4.7384 -3.3654 -2.5230
H -4.8220 -0.9463 -3.0360
H -2.9455 0.4969 -2.2723
```

Calculated values
HOMO level	-14.217	eV
lowest unoccupied orbital energy	-0.26861	hartree
ΔE to the lowest compared entry with this formula, charge and spin	0.0000	eV
multiplicity	1
HOMO-LUMO gap	6.91	eV
net charge	+2
F_max	0.19	eV/A

C26H25Br2NP2Pd | ωB97M-V/def2-TZVPD

```
57
C26H25Br2NP2Pd (ωB97M-V/def2-TZVPD)
Pd 0.2001 0.0400 0.5873
Br 2.9280 0.4067 0.3435
C 2.2941 2.0422 -0.4753
Br 0.7828 1.7160 -1.6223
H 3.0994 2.4687 -1.0564
H 1.9715 2.6951 0.3219
C -2.4619 -2.4071 -1.6152
N -2.0935 -2.0201 -0.2311
P -2.4380 -0.2807 -0.1110
C -4.2867 -0.3855 0.0108
C -5.0088 0.7083 -0.4643
C -6.3980 0.7376 -0.3856
C -7.0816 -0.3412 0.1553
C -6.3747 -1.4461 0.6173
C -4.9880 -1.4685 0.5443
C -2.0307 0.1603 1.6242
C -1.3014 1.3539 1.8138
C -0.9693 1.7790 3.1107
C -1.3595 1.0355 4.2018
C -2.1136 -0.1318 4.0210
C -2.4470 -0.5606 2.7553
P -0.3907 -2.2563 0.1298
C -0.4369 -2.7913 1.9154
C -1.4483 -3.5896 2.4485
C -1.4299 -3.9811 3.7791
C -0.3881 -3.5860 4.6084
C 0.6314 -2.7986 4.0938
C 0.6052 -2.4086 2.7580
C -0.0304 -3.9440 -0.5233
C 1.2486 -4.1439 -1.0381
C 1.6556 -5.4023 -1.4709
C 0.7745 -6.4694 -1.4141
C -0.5129 -6.2788 -0.9219
C -0.9120 -5.0279 -0.4769
H -3.5179 -2.1960 -1.7746
H -2.3026 -3.4682 -1.7785
H -1.8858 -1.8550 -2.3726
H -4.4685 1.5451 -0.8982
H -6.9451 1.5958 -0.7587
H -8.1647 -0.3272 0.2095
H -6.9084 -2.2924 1.0331
H -4.4391 -2.3401 0.8844
H -1.1504 2.0238 0.9780
H -0.4177 2.7012 3.2501
H -1.1028 1.3663 5.2022
H -2.4405 -0.7016 4.8845
H -3.0268 -1.4654 2.6307
H -2.2885 -3.8736 1.8276
H -2.2343 -4.5917 4.1734
H -0.3743 -3.8873 5.6500
H 1.4472 -2.4784 4.7312
H 1.4046 -1.7933 2.3706
H 1.9305 -3.3011 -1.0918
H 2.6566 -5.5450 -1.8603
H 1.0839 -7.4490 -1.7595
H -1.2070 -7.1100 -0.8860
H -1.9176 -4.8900 -0.1014
```

Calculated values
HOMO level	-6.962	eV
lowest unoccupied orbital energy	0.00882	hartree
ΔE to the lowest compared entry with this formula, charge and spin	0.6349	eV
multiplicity	1
HOMO-LUMO gap	7.20	eV
net charge	0
F_max	1.08	eV/A

C26H25Cl2InN4O4S3 | ωB97M-V/def2-TZVPD

```
65
C26H25Cl2InN4O4S3 (ωB97M-V/def2-TZVPD)
In 0.5173 1.6833 0.4058
Cl 4.1899 -1.4243 -1.0469
C 3.5194 -2.5719 -2.1473
C 3.8277 -3.9499 -2.0369
C 3.5172 -4.8246 -3.0461
C 2.7924 -4.4303 -4.1752
C 2.3448 -3.0624 -4.2829
Cl 1.7948 -2.5753 -5.8457
C 2.6119 -2.1604 -3.2217
S 1.8437 -0.6154 -3.3295
H 4.3941 -4.3301 -1.1929
H 3.7434 -5.8919 -2.8839
H 2.5973 -5.0535 -5.0315
C -0.4515 -3.7833 -0.3275
C 0.3475 -2.9667 0.4624
C 0.5071 -1.5565 0.1196
C -0.4238 -0.9951 -0.7372
C -1.2347 -1.8735 -1.5672
C -1.2755 -3.2061 -1.3758
N -0.3937 0.3899 -0.9723
N -1.1538 0.7505 -1.9910
C -0.7811 1.9702 -2.3796
C -1.0983 2.4641 -3.7019
C -0.6683 3.7232 -4.0529
C -0.1337 4.5889 -3.0586
C 0.2004 4.0320 -1.8263
N -0.1561 2.7387 -1.4638
H -0.4819 -4.8820 -0.1573
H 0.7777 -3.3798 1.3804
H 1.2386 -0.9420 0.7000
H -1.8669 -1.3053 -2.2918
H -1.8790 -3.7603 -2.0655
H -1.5532 1.7672 -4.3878
H -0.9218 4.0320 -5.0986
H -0.1550 5.6873 -3.1912
H 0.7588 4.6687 -1.0906
O 4.0353 2.1927 1.9921
S 3.3177 1.8337 0.8046
O 2.3118 0.7166 1.0644
O 2.2320 2.9921 0.4430
O 4.2400 1.5625 -0.3002
S 2.7459 0.9338 -2.6852
C -3.6808 0.4883 2.3767
N -2.7973 -0.4440 3.1782
C -3.2585 -1.8641 3.0636
C -1.3458 -0.1859 2.8054
C -0.9754 1.2029 3.2315
C -1.2757 1.6587 4.5547
C -1.2281 2.9855 4.8674
C -0.7082 3.8931 3.9489
C -0.0538 3.3914 2.8260
C -0.3751 2.1140 2.3702
H -4.7450 0.5559 2.7470
H -3.7429 0.1037 1.3426
H -3.2665 1.5303 2.4525
H -2.8716 -0.0553 4.1250
H -3.6675 -2.0981 2.0321
H -4.0619 -1.9011 3.8325
H -2.3692 -2.4663 3.3607
H -1.3005 -0.2932 1.7261
H -0.7034 -0.9340 3.3196
H -1.7173 0.9245 5.2227
H -1.6427 3.2782 5.8190
H -0.7324 4.9558 4.1203
H 0.7412 3.9729 2.2678
```

Calculated values
HOMO level	0.829	eV
lowest unoccupied orbital energy	0.10534	hartree
ΔE to the lowest compared entry with this formula, charge and spin	1.0741	eV
multiplicity	1
HOMO-LUMO gap	2.04	eV
net charge	-2
F_max	5.66	eV/A

C26H25Cl4GeMoN5S3 | ωB97M-V/def2-TZVPD

```
65
C26H25Cl4GeMoN5S3 (ωB97M-V/def2-TZVPD)
Mo -0.2841 -0.7166 -0.6002
C 1.2055 2.1725 -0.7007
N -0.1939 1.6845 -0.7121
C -0.9536 2.1637 0.4713
C -0.5580 1.4318 1.7227
N -0.8575 -0.0262 1.6571
C -0.0418 -0.6810 2.7182
C -2.2866 -0.1993 1.9525
C -2.7561 -0.1687 3.2591
C -4.1095 -0.3038 3.5201
C -5.0135 -0.4504 2.4779
C -4.5566 -0.4696 1.1742
C -3.1940 -0.3471 0.9089
S -2.6486 -0.3939 -0.7500
C -0.8338 2.2830 -1.8962
C -1.0863 3.6482 -1.9651
C -1.6866 4.1909 -3.0888
C -2.0421 3.3698 -4.1501
C -1.7683 2.0161 -4.0997
C -1.1405 1.4765 -2.9783
S -0.5983 -0.1791 -2.9717
H 1.2341 3.2617 -0.6220
H 1.6752 1.8788 -1.6381
H 1.7678 1.7516 0.1187
H -2.0110 2.0169 0.2632
H -0.7814 3.2304 0.6330
H -1.0857 1.8754 2.5701
H 0.5075 1.5585 1.8895
H -0.0081 -0.0560 3.6144
H 0.9685 -0.8416 2.3654
H -0.4638 -1.6475 2.9724
H -2.0731 -0.0574 4.0902
H -4.4578 -0.3057 4.5442
H -6.0708 -0.5515 2.6808
H -5.2427 -0.6004 0.3474
H -0.8268 4.3056 -1.1453
H -1.8699 5.2557 -3.1302
H -2.5317 3.7916 -5.0176
H -2.0306 1.3649 -4.9230
N 3.9386 -1.7423 -0.8813
C 4.2821 -0.9199 0.1654
C 5.5137 -0.6754 0.7574
C 5.5315 0.1781 1.8382
C 4.3477 0.7625 2.2999
C 3.1311 0.5267 1.6936
C 3.0802 -0.3255 0.5870
N 2.0374 -0.7840 -0.2291
C 2.6096 -1.6423 -1.0610
C 1.8375 -2.4574 -1.9566
C 2.2386 -3.4128 -2.8371
S 0.8812 -4.1001 -3.6067
C -0.1458 -3.0926 -2.7174
N 0.4764 -2.2900 -1.8870
H 4.5585 -2.3472 -1.3922
H 6.4157 -1.1423 0.3839
H 6.4661 0.3916 2.3377
H 4.3855 1.4138 3.1628
H 2.2577 1.0012 2.1053
H 3.2371 -3.7405 -3.0754
H -1.2207 -3.1201 -2.8390
Cl -3.2545 -3.5257 -1.2346
Ge -1.4631 -3.4772 0.1440
Cl -0.7963 -5.4598 -0.4821
Cl -2.4467 -3.5768 2.0698
Cl 0.8054 -3.1745 1.0922
```

Calculated values
<S²>	3.7811
HOMO level (alpha / beta)	-10.402 / -10.736	eV
lowest unoccupied orbital energy (alpha / beta)	-0.14605 / -0.18446	hartree
ΔE to the lowest compared entry with this formula, charge and spin	0.9791	eV
multiplicity	4
HOMO-LUMO gap (alpha / beta)	6.43 / 5.72	eV
net charge	+1
F_max	1.41	eV/A

C26H25Cl4N7O6Sm | ωB97M-V/def2-TZVPD

```
69
C26H25Cl4N7O6Sm (ωB97M-V/def2-TZVPD)
Sm -1.4397 1.2791 0.6364
N -2.4190 2.9484 2.5784
C -2.2991 2.3095 3.9092
C -2.4124 0.7961 3.7967
O -3.0550 0.1802 4.6540
N -1.7942 0.2865 2.7152
C -2.1078 -1.1347 2.4694
C -1.5003 -1.6235 1.1587
O -0.9000 -2.6921 1.1693
O -1.6593 -0.8444 0.1116
H -2.4025 3.9525 2.6547
H -3.3227 2.7135 2.1908
H -3.0623 2.6248 4.6104
H -1.3262 2.5601 4.3333
H -3.1909 -1.2649 2.3961
H -1.7715 -1.7812 3.2701
Cl -6.1776 3.9044 -3.7760
C -4.6672 3.4428 -3.0523
C -3.4728 3.6516 -3.7230
Cl -3.4605 4.3748 -5.3037
C -2.2670 3.2734 -3.1082
Cl -0.7341 3.5202 -3.9003
C -2.2281 2.6926 -1.8432
O -1.0843 2.3558 -1.2538
C -3.4645 2.4590 -1.1591
O -3.4403 1.8875 0.0487
C -4.6473 2.8497 -1.7766
Cl -6.1191 2.5757 -0.8941
C 3.6616 3.5584 1.7911
N 2.4254 3.6693 2.5647
C 2.5250 3.8629 4.0129
C 1.2697 3.2813 2.0143
N 0.3031 2.9048 1.5090
H 4.2336 4.4821 1.8733
H 3.4189 3.3863 0.7462
H 4.2707 2.7284 2.1545
H 2.9793 4.8286 4.2326
H 3.1336 3.0747 4.4604
H 1.5334 3.8318 4.4541
C -0.3069 -3.6338 -4.8365
C 0.5228 -3.9162 -3.6046
C 1.7806 -4.5051 -3.6915
C 2.5495 -4.7347 -2.5542
C 2.0556 -4.3982 -1.3008
N 2.8767 -4.6402 -0.1597
C 2.8163 -4.1535 1.1319
O 3.1844 -4.8474 2.0716
N 2.3306 -2.8842 1.3618
C 2.1063 -1.7782 0.5274
C 2.6407 -1.6428 -0.7415
C 2.2973 -0.5358 -1.5023
C 1.4628 0.4228 -0.9706
N 1.0299 0.3547 0.2952
C 1.3565 -0.7115 1.0145
C 0.7907 -3.8425 -1.1883
C 0.0503 -3.5914 -2.3348
H 0.2582 -3.8357 -5.7479
H -0.6302 -2.5909 -4.8635
H -1.2100 -4.2504 -4.8598
H 2.1787 -4.7757 -4.6653
H 3.5422 -5.1685 -2.6431
H 3.4066 -5.4917 -0.1725
H 2.0198 -2.7979 2.3138
H 3.2991 -2.4021 -1.1482
H 2.6743 -0.4270 -2.5136
H 1.1396 1.2861 -1.5391
H 0.9957 -0.7280 2.0387
H 0.3793 -3.5640 -0.2205
H -0.9262 -3.1225 -2.2224
```

Calculated values
<S²>	8.7576
HOMO level (alpha / beta)	-4.691 / -4.694	eV
lowest unoccupied orbital energy (alpha / beta)	0.06830 / 0.06830	hartree
ΔE to the lowest compared entry with this formula, charge and spin	1.0792	eV
multiplicity	6
HOMO-LUMO gap (alpha / beta)	6.55 / 6.55	eV
net charge	-1
F_max	1.83	eV/A

C26H25F6N3O3Rb | ωB97M-V/def2-TZVPD

```
64
C26H25F6N3O3Rb (ωB97M-V/def2-TZVPD)
Rb -1.3179 -0.3612 -0.2593
O -3.0799 -2.8001 -7.7762
C -2.1208 -3.4218 -7.0335
O -1.7816 -4.5331 -7.3443
C -1.5082 -2.6301 -5.9435
C -0.7211 -3.3000 -5.0071
C -0.1263 -2.6326 -3.9568
C -0.2678 -1.2356 -3.8041
C -1.0709 -0.5711 -4.7557
C -1.6690 -1.2475 -5.7941
N 0.2729 -0.4824 -2.7938
C 1.3535 -0.9284 -2.1805
C 1.9748 -0.3512 -1.0684
C 3.1050 -1.0988 -0.5335
C 3.9956 -0.8942 0.4567
C 4.1332 0.3409 1.2423
C 3.1882 1.4564 1.0114
N 1.3513 0.7718 -0.5332
H -3.2969 -1.9539 -7.3699
H -0.6027 -4.3707 -5.1125
H 0.4384 -3.1974 -3.2264
H -1.1826 0.5009 -4.6547
H -2.2379 -0.6620 -6.5109
H 1.8643 -1.8111 -2.5797
H 3.2116 -2.0575 -1.0358
H 4.6978 -1.6924 0.6715
H 5.1527 0.6588 1.4377
H 3.6248 2.4395 1.1430
C -2.2681 3.1876 -0.5738
N -1.3505 2.5732 0.3662
C -1.8993 2.6117 1.7125
C -0.0444 3.2242 0.2637
C 1.0704 2.5688 1.0507
C 1.3251 3.0373 2.3013
C 2.2503 2.6729 3.3928
C 3.0879 1.6252 3.4728
C 3.0989 0.7070 2.3169
C 1.8682 1.5122 0.3730
H -2.4194 4.2619 -0.3673
H -3.2423 2.6986 -0.5154
H -1.8859 3.0844 -1.5910
H -2.0691 3.6478 2.0566
H -1.2310 2.1156 2.4117
H -2.8442 2.0689 1.7377
H -0.1302 4.2778 0.5863
H 0.2309 3.2198 -0.7924
H 0.6752 3.8567 2.6001
H 2.1740 3.3269 4.2558
H 3.6466 1.4414 4.3846
H 2.2993 -0.0274 2.3374
C -0.1045 -1.0094 3.3087
C -1.6074 -1.3816 3.2684
O -2.2395 -0.9667 2.1704
C -1.6997 -2.9289 3.3798
F -1.0722 -3.4513 4.4642
F -1.1133 -3.4999 2.3056
F -2.9602 -3.3849 3.4161
C -2.2652 -0.7464 4.5254
F -2.1482 0.5981 4.4774
F -1.7043 -1.1253 5.7045
F -3.5759 -1.0122 4.6293
H 0.3849 -1.4666 2.4473
H 0.4088 -1.3275 4.2177
H -0.0258 0.0747 3.2162
```

Calculated values
HOMO level	-3.985	eV
lowest unoccupied orbital energy	0.07180	hartree
ΔE to the lowest compared entry with this formula, charge and spin	0.0170	eV
multiplicity	1
HOMO-LUMO gap	5.94	eV
net charge	-1
F_max	0.56	eV/A

Question: Look up the net charge of the first one.
Answer: 0

Question: Which of these has the highest F_max?
Answer: C26H25Cl2InN4O4S3

Question: Which value of net charge does entry 6 give?
Answer: +1